[1]
Below is 2 unconnected molecules or ions with the total composition C2H4N2, with properties calculated with ωB97M-V with the def2-TZVPD basis set.

As for the HOMO energy: -0.2994 Ha. The value obtained for the frontier orbital gap is 8.986 eV. For the energy above the lowest of the compared OMol25 structures with the same formula, charge and spin, the calculation gives 5.613 eV.

Element x y z (Å)
C: 1.30 -0.60 -0.34
C: 1.68 0.54 -0.62
N: -1.42 0.03 0.58
N: -1.85 -0.94 0.02
H: 1.31 -1.55 0.10
H: -1.14 1.00 -0.05
H: 1.51 1.34 -1.30
H: -1.38 0.20 1.60

---

[2]
Below is 12 unconnected molecules or ions with the total composition C42H117N9O12, with properties calculated with ωB97M-V with the def2-TZVPD basis set.

As for the HOMO energy: -0.3220 Ha. The value obtained for the frontier orbital gap is 8.975 eV. For the energy above the lowest of the compared OMol25 structures with the same formula, charge and spin, the calculation gives 0.000 eV. The structure (SMILES) is COC[C@H](C)N.COC[C@H](C)N.COC[C@H](C)N.COC[C@H](C)N.COC[C@H](C)N.COC[C@H](C)N.COC[C@H](C)N.COC[C@H](C)N.COC[C@H](C)N.CCO.CCO.CCO.

Element x y z (Å)
C: -2.94 -4.02 1.23
C: -1.85 -3.09 0.73
C: -0.88 -3.81 -0.19
O: -0.14 -4.73 0.60
C: 0.73 -5.50 -0.17
N: -2.45 -1.98 -0.01
H: -3.65 -4.29 0.44
H: -3.55 -3.48 1.96
H: -2.55 -4.94 1.66
H: -1.23 -2.71 1.56
H: -0.17 -3.10 -0.66
H: -1.43 -4.35 -0.98
H: 1.22 -6.24 0.44
H: 1.53 -4.87 -0.61
H: 0.18 -5.95 -1.01
H: -1.70 -1.28 -0.21
H: -3.12 -1.48 0.59
C: 1.07 3.47 2.00
C: 1.09 2.33 3.01
C: 2.48 2.01 3.51
O: 2.36 1.01 4.50
C: 3.63 0.49 4.90
N: 0.19 2.75 4.13
H: 1.59 3.16 1.09
H: 1.46 4.42 2.36
H: 0.03 3.66 1.73
H: 0.61 1.46 2.55
H: 2.97 2.90 3.93
H: 3.11 1.64 2.68
H: 4.32 1.29 5.21
H: 4.05 -0.07 4.05
H: 3.49 -0.16 5.75
H: 0.45 2.17 4.94
H: 0.41 3.70 4.45
C: -2.16 -0.02 4.05
C: -2.79 1.02 3.12
C: -4.16 0.65 2.63
O: -4.13 -0.59 1.97
C: -5.46 -1.02 1.73
N: -2.85 2.32 3.80
H: -1.09 0.13 4.12
H: -2.27 -1.02 3.60
H: -2.67 -0.03 5.01
H: -2.09 1.09 2.27
H: -4.57 1.46 2.01
H: -4.80 0.56 3.51
H: -6.03 -0.29 1.15
H: -6.00 -1.23 2.66
H: -5.37 -1.95 1.16
H: -3.25 2.97 3.12
H: -1.87 2.60 3.94
C: 1.48 -0.95 0.61
C: 1.44 -0.53 -0.83
C: 0.57 0.71 -1.03
O: -0.75 0.36 -0.67
C: -1.51 1.50 -0.44
N: 2.81 -0.32 -1.29
H: 1.81 -0.15 1.28
H: 2.15 -1.80 0.75
H: 0.49 -1.24 0.98
H: 1.05 -1.34 -1.46
H: 0.65 1.06 -2.07
H: 0.95 1.49 -0.35
H: -1.52 2.14 -1.32
H: -1.10 2.06 0.41
H: -2.50 1.19 -0.14
H: 2.84 0.12 -2.22
H: 3.25 0.38 -0.67
C: -4.43 1.18 -1.70
C: -5.33 0.93 -2.94
C: -5.07 1.83 -4.11
O: -5.40 3.20 -3.85
C: -4.83 4.07 -4.80
N: -5.25 -0.47 -3.42
H: -4.90 1.95 -1.09
H: -3.46 1.61 -1.99
H: -4.24 0.28 -1.12
H: -6.38 1.08 -2.62
H: -5.66 1.52 -4.98
H: -3.99 1.79 -4.34
H: -5.33 4.11 -5.78
H: -3.74 3.93 -4.87
H: -4.99 5.07 -4.37
H: -4.34 -0.65 -3.86
H: -5.31 -1.05 -2.59
C: 4.38 4.47 -0.42
C: 5.26 3.24 -0.21
C: 5.41 2.93 1.26
O: 6.24 3.87 1.88
C: 6.60 3.44 3.18
N: 4.63 2.08 -0.85
H: 4.86 5.35 0.01
H: 3.41 4.29 0.05
H: 4.23 4.65 -1.48
H: 6.24 3.40 -0.66
H: 5.66 1.86 1.35
H: 4.40 3.01 1.70
H: 5.73 3.27 3.83
H: 7.25 4.21 3.59
H: 7.14 2.48 3.12
H: 4.31 2.25 -1.79
H: 5.27 1.29 -0.94
C: 4.24 -5.83 6.35
C: 3.40 -4.59 6.11
C: 2.55 -4.69 4.86
O: 1.79 -3.52 4.77
C: 1.10 -3.44 3.53
N: 2.60 -4.30 7.34
H: 4.75 -5.75 7.31
H: 4.98 -6.01 5.57
H: 3.60 -6.72 6.41
H: 4.07 -3.72 5.99
H: 1.88 -5.55 4.90
H: 3.21 -4.81 3.98
H: 0.53 -2.51 3.50
H: 0.42 -4.29 3.45
H: 1.80 -3.46 2.69
H: 1.98 -3.53 7.07
H: 1.96 -5.06 7.58
C: -4.24 -2.94 -5.96
C: -3.07 -2.23 -6.63
C: -1.94 -1.95 -5.67
O: -2.40 -0.97 -4.77
C: -1.54 -0.82 -3.66
N: -2.52 -3.05 -7.77
H: -3.93 -3.93 -5.60
H: -5.09 -3.11 -6.62
H: -4.61 -2.37 -5.10
H: -3.41 -1.28 -7.06
H: -1.10 -1.53 -6.24
H: -1.59 -2.83 -5.11
H: -1.37 -1.80 -3.21
H: -1.94 -0.10 -2.95
H: -0.56 -0.44 -4.00
H: -3.14 -2.99 -8.58
H: -2.66 -4.03 -7.52
C: -6.64 3.59 0.48
C: -6.63 5.07 0.10
C: -5.49 5.38 -0.84
O: -4.25 5.15 -0.20
C: -3.20 5.09 -1.14
N: -7.88 5.42 -0.62
H: -6.73 2.94 -0.39
H: -7.44 3.34 1.18
H: -5.69 3.36 1.00
H: -6.56 5.77 0.94
H: -5.55 6.45 -1.08
H: -5.53 4.82 -1.79
H: -3.02 6.11 -1.51
H: -3.47 4.43 -1.97
H: -2.32 4.70 -0.63
H: -7.95 4.98 -1.54
H: -8.70 5.10 -0.12
C: 4.06 0.34 -5.40
C: 2.71 0.89 -4.95
O: 2.82 1.59 -3.67
H: 3.96 -0.02 -6.43
H: 4.43 -0.40 -4.70
H: 4.76 1.18 -5.47
H: 2.03 0.05 -4.75
H: 2.15 1.49 -5.67
H: 2.99 2.52 -3.85
C: 5.11 -4.55 -2.62
C: 4.35 -3.41 -1.94
O: 4.34 -2.25 -2.73
H: 4.69 -4.72 -3.61
H: 5.05 -5.41 -1.96
H: 6.16 -4.27 -2.70
H: 4.82 -3.18 -0.98
H: 3.33 -3.78 -1.75
H: 3.78 -1.58 -2.25
C: 5.41 -1.80 1.47
C: 6.43 -0.90 2.14
O: 7.19 -0.20 1.11
H: 4.80 -1.22 0.79
H: 4.78 -2.20 2.27
H: 5.94 -2.60 0.96
H: 7.12 -1.45 2.79
H: 5.94 -0.13 2.76
H: 7.92 0.24 1.57

---

[3]
Below is a molecular structure, C3H8N4O, with properties calculated with ωB97M-V with the def2-TZVPD basis set.

As for the HOMO energy: -0.3158 Ha. The value obtained for the frontier orbital gap is 9.441 eV. For the energy above the lowest of the compared OMol25 structures with the same formula, charge and spin, the calculation gives 5.779 eV.

Element x y z (Å)
C: -1.55 -0.30 -0.34
C: -0.64 0.80 -0.24
C: 1.72 1.00 0.01
H: -1.69 -3.35 0.41
H: -2.99 -2.29 0.44
H: -2.65 -0.11 -0.54
H: -0.86 1.66 -1.14
H: -0.75 1.44 0.69
H: 2.22 -0.16 1.69
H: 3.80 0.50 0.52
H: 1.24 2.21 -1.58
N: -2.02 -2.41 0.04
N: -1.03 -1.46 0.06
N: 2.56 0.19 0.72
N: 1.99 2.08 -0.63
O: 0.65 0.21 -0.12

---

[4]
Below is C6H12O in the gas phase, with properties calculated with ωB97M-V with the def2-TZVPD basis set.

As for the HOMO energy: -0.3472 Ha. The value obtained for the frontier orbital gap is 10.406 eV. For the energy above the lowest of the compared OMol25 structures with the same formula, charge and spin, the calculation gives 1.741 eV. The structure (SMILES) is CC[C@@]1(C)C[C@H]1O.

Element x y z (Å)
C: 1.93 0.90 -0.32
C: 1.07 -0.24 0.41
C: -0.43 -0.46 0.11
C: -0.80 -1.63 -0.80
C: -1.48 -0.08 1.14
C: -1.25 0.80 -0.04
O: -0.61 2.01 0.16
H: 1.86 1.98 -0.08
H: 1.86 0.84 -1.42
H: 2.96 0.69 -0.04
H: 1.23 -0.11 1.49
H: 1.60 -1.16 0.13
H: -0.12 -1.73 -1.65
H: -0.81 -2.60 -0.27
H: -1.81 -1.48 -1.21
H: -1.15 0.30 2.10
H: -2.40 -0.67 1.16
H: -1.98 0.81 -0.85
H: 0.32 1.84 -0.02

---

[5]
Below is 2 unconnected molecules or ions with the total composition C2H5NO2, with properties calculated with ωB97M-V with the def2-TZVPD basis set.

As for the HOMO energy (alpha / beta): -0.3211 / -0.3210 Ha. The value obtained for the frontier orbital gap (alpha / beta) is 8.494 / 8.493 eV. For the energy above the lowest of the compared OMol25 structures with the same formula, charge and spin, the calculation gives 4.666 eV. The structure (SMILES) is C=CO.N=O.

Element x y z (Å)
C: -1.07 -0.64 0.04
C: 0.20 -1.02 0.19
N: 1.10 1.97 -0.94
O: 0.30 1.53 -0.15
O: 0.87 -1.12 1.34
H: -1.67 -0.33 0.87
H: -1.52 -0.60 -0.93
H: 0.82 -1.33 -0.65
H: 0.63 2.30 -1.83
H: 0.34 -0.77 2.07

---

[6]
Below is a molecular structure, C5H31N2O10, with properties calculated with ωB97M-V with the def2-TZVPD basis set.

As for the HOMO energy: -0.2064 Ha. The value obtained for the frontier orbital gap is 8.564 eV. For the energy above the lowest of the compared OMol25 structures with the same formula, charge and spin, the calculation gives 0.834 eV. As for the charge: -1.

Element x y z (Å)
C: -3.36 -0.88 0.07
C: -2.10 -1.71 0.46
C: -1.44 -2.29 -0.78
C: -0.72 -1.35 -1.80
O: 0.31 -0.59 -1.22
N: -1.17 -0.82 1.18
C: -1.68 -0.27 2.44
N: -0.55 0.05 3.27
H: -3.78 -0.27 0.86
H: 0.21 0.59 -1.28
H: -3.12 -0.32 -0.84
H: -2.49 -2.44 1.18
H: -0.60 -2.84 -0.35
H: -2.08 -2.97 -1.34
H: -1.40 -0.72 -2.39
H: -0.21 -2.09 -2.44
H: -0.88 -0.11 0.52
H: -2.29 0.63 2.31
H: -2.34 -0.96 2.96
H: 0.11 -0.69 3.15
H: -0.05 0.91 3.09
H: 1.60 2.55 -2.57
H: 1.70 4.03 -2.36
O: 2.25 3.24 -2.37
H: -4.13 -1.58 -0.27
H: -1.21 2.03 -3.75
O: -0.90 2.76 -3.21
H: 2.30 2.61 -0.42
H: 3.83 2.78 -0.06
O: 2.95 2.74 0.29
H: 1.71 -4.06 -0.19
H: 0.97 -4.05 1.17
O: 1.19 -4.59 0.41
H: 3.19 -1.44 -1.43
H: 2.86 -1.34 -2.79
O: 3.68 -1.40 -2.27
H: 1.28 0.71 1.12
H: 1.79 2.04 1.41
O: 1.24 1.34 1.85
H: -1.37 3.66 2.67
H: 0.00 2.93 2.39
O: -0.57 3.31 3.07
H: -0.45 2.41 -2.40
H: 0.16 1.89 -0.05
O: 0.33 1.80 -0.99
H: 1.57 -1.31 -0.06
H: 1.68 -1.89 1.32
O: 1.98 -2.06 0.42